1.
The following is a quantum chemistry calculation of 2 unconnected molecules or ions with the total composition C2H4O2S in a non-equilibrium geometry, from the Open Molecules 2025 dataset.

CARTESIAN COORDINATES (ANGSTROEM)
H 1.80205 -0.61908 -0.48219
O -3.32031 0.07498 0.09887
S -1.88409 -0.09284 0.38861
C 1.32771 0.03544 0.27075
O 1.36933 1.32279 -0.09840
H -0.53596 -1.44444 -1.36558
H 1.25349 -0.33218 1.31989
H 0.94901 1.92499 0.49606
C -0.96124 -0.86966 -0.62801

As for the relative energy (zero: lowest compared OMol25 entry of this formula, charge and spin): 548.0 kJ/mol. The HOMO energy (alpha / beta) comes out at -8.956 / -8.335 eV. The calculation puts the LUMO energy (alpha / beta) at -0.09 / -0.81 eV. Its charge is 0. As for the gap between HOMO and LUMO (alpha / beta): 8.87 / 7.52 eV.

=====

2.
The following is a quantum chemistry calculation of 2 unconnected molecules or ions with the total composition C2H4O2S in a non-equilibrium geometry, from the Open Molecules 2025 dataset.

CARTESIAN COORDINATES (ANGSTROEM)
C 1.67525 -0.05840 -0.54305
O -2.18749 -1.31660 0.18838
C 0.80115 0.12907 0.38185
O -2.11542 1.08932 0.34308
H 1.95415 0.89599 -1.13642
H 0.47743 1.08709 0.84828
H 1.85782 -0.95010 -0.94002
H 0.40688 -0.80695 0.93977
S -2.86975 -0.06940 -0.08187

As for the relative energy (zero: lowest compared OMol25 entry of this formula, charge and spin): 213.8 kJ/mol. The HOMO energy comes out at -10.172 eV. The calculation puts the LUMO energy at -1.39 eV. Its charge is 0. As for the gap between HOMO and LUMO: 8.79 eV.

=====

3.
The following is a quantum chemistry calculation of 2 unconnected molecules or ions with the total composition C2H4O2S in a non-equilibrium geometry, from the Open Molecules 2025 dataset.

CARTESIAN COORDINATES (ANGSTROEM)
O 2.51710 1.30641 1.60780
H -1.37485 -1.83979 -1.16822
H -0.52007 -0.17284 -1.66202
H -1.84333 -0.05477 -0.62856
H -0.33161 2.23956 0.87983
O -0.21524 -0.86916 0.25089
C 0.65590 0.07444 0.49346
C -1.02318 -0.73280 -0.89419
S 2.13528 0.04895 1.12100

As for the multiplicity: 3. As for the relative energy (zero: lowest compared OMol25 entry of this formula, charge and spin): 499.8 kJ/mol. The HOMO energy (alpha / beta) comes out at -8.295 / -9.056 eV. The calculation puts the LUMO energy (alpha / beta) at 0.33 / -1.83 eV. Its charge is 0. As for the gap between HOMO and LUMO (alpha / beta): 8.62 / 7.22 eV.

=====

4.
The following is a quantum chemistry calculation of a molecular structure, C2H4O2S in a non-equilibrium geometry, from the Open Molecules 2025 dataset.

CARTESIAN COORDINATES (ANGSTROEM)
H -0.67393 0.25707 -1.49966
C 1.53871 -0.91872 -0.63522
H 0.05438 1.01209 -0.05173
O -0.92826 -1.69943 -0.02455
C -0.90265 0.79781 -0.56133
O 1.11689 -1.94151 -0.48697
H -0.83333 -0.39093 1.97201
H -1.71733 1.61171 -0.58572
S -1.63762 -0.53363 0.47375

As for the multiplicity: 3. As for the relative energy (zero: lowest compared OMol25 entry of this formula, charge and spin): 390.0 kJ/mol. The HOMO energy (alpha / beta) comes out at -6.053 / -10.742 eV. The calculation puts the LUMO energy (alpha / beta) at 0.74 / -2.32 eV. Its charge is 0. As for the gap between HOMO and LUMO (alpha / beta): 6.79 / 8.43 eV.